[1]
ORCA calculation (the ωB97M-V functional and the def2-TZVPD basis) on a single C3H4OSi molecule at a distorted geometry.

Geometry as ORCA input:
```
! RIJCOSX wB97M-V def2-TZVPD def2/J DEFGRID3
* xyz 0 1
C 1.1751 1.0944 -0.1939
C 0.5991 -0.1945 0.0335
C 1.5478 -1.1023 0.1423
O 2.5308 -1.7344 0.1035
Si -1.2081 0.1366 -0.0736
H 0.2786 1.8835 -0.0043
H -1.3193 0.8514 1.1741
H -1.9531 0.4108 -1.2298
H -1.6508 -1.3454 0.0484
*
```

Properties
Largest force on an atom: 0.08786 hartree/bohr
Energy: -13095.255 eV
HOMO-LUMO gap: 7.8374 eV
Energy above the lowest of the compared OMol25 structures with the same formula, charge and spin: 344.07 kJ/mol

=====

[2]
ORCA calculation (the ωB97M-V functional and the def2-TZVPD basis) on 5 unconnected molecules or ions with the total composition C3H15NO4 at a distorted geometry.

Geometry as ORCA input:
```
! RIJCOSX wB97M-V def2-TZVPD def2/J DEFGRID3
* xyz 0 1
C 2.1183 -1.5057 0.0525
C 1.3114 -0.1575 -0.2643
C 1.8891 1.1215 -0.1030
N 0.2567 -0.4621 -1.2453
H 1.6909 -2.2354 -0.6391
H 1.9552 -1.8157 1.1201
H 3.1586 -1.4808 -0.2745
H 2.0174 1.7159 -1.0052
H 2.5526 1.6219 0.6000
H -0.6633 -0.7137 -0.8846
H 0.2250 0.4013 -1.8563
H -2.6977 2.2163 -1.9191
H -2.3605 1.0291 -0.9198
O -2.2356 1.3663 -1.8401
H -1.6781 -2.7373 0.5750
H -1.7516 -1.1660 0.6961
O -1.1472 -1.9576 0.7473
H -0.7923 1.2386 1.3258
H -2.6671 0.9621 1.3127
O -2.3592 0.3262 0.6319
H 0.4559 -0.0947 0.5487
H 0.7645 1.3349 1.4399
O -0.0431 0.9922 1.9016
*
```

Properties
Largest force on an atom: 0.08877 hartree/bohr
Energy: -13028.266 eV
HOMO-LUMO gap: 5.2627 eV
Energy above the lowest of the compared OMol25 structures with the same formula, charge and spin: 653.37 kJ/mol

=====

[3]
ORCA calculation (the ωB97M-V functional and the def2-TZVPD basis) on a molecular structure, C29H31FeO3PSSeSiTe at a distorted geometry.

Geometry as ORCA input:
```
! RIJCOSX wB97M-V def2-TZVPD def2/J DEFGRID3
* xyz 1 6
Fe 0.1787 0.0764 0.6031
O -2.9403 0.3788 -2.2191
S -2.1125 -0.3833 -1.2950
O -1.2141 -0.3014 1.7646
O -0.7226 0.3179 -1.0436
C -1.5030 -1.7901 -2.2620
C -2.2340 -2.0765 -3.4063
C -1.8256 -3.0848 -4.2677
C -0.6790 -3.8080 -3.9893
C 0.0456 -3.5323 -2.8394
C -0.3508 -2.5275 -1.9593
P 0.7111 -2.2900 -0.4899
C 2.2301 -1.5345 -1.1589
C 3.3384 -1.3949 -0.3191
C 4.4845 -0.7686 -0.7726
C 4.5243 -0.2465 -2.0619
C 3.4162 -0.3488 -2.8866
C 2.2673 -0.9911 -2.4391
C 1.1680 -3.9858 0.0022
C 2.4291 -4.5221 -0.2426
C 2.7151 -5.8334 0.1160
C 1.7487 -6.6228 0.7183
C 0.4823 -6.1029 0.9509
C 0.1969 -4.7957 0.5938
H -3.1071 -1.4775 -3.6275
H -2.3978 -3.2943 -5.1619
H -0.3437 -4.5860 -4.6622
H 0.9349 -4.1135 -2.6277
H 3.3075 -1.7748 0.6962
H 5.3435 -0.6803 -0.1199
H 5.4217 0.2438 -2.4176
H 3.4403 0.0682 -3.8850
H 1.4043 -1.0584 -3.0880
H 3.1977 -3.9326 -0.7228
H 3.6984 -6.2375 -0.0852
H 1.9753 -7.6436 0.9956
H -0.2880 -6.7157 1.4009
H -0.8113 -4.4347 0.7455
C -3.9139 -1.7528 2.5355
Te -2.0903 -1.9595 1.4947
C -1.5322 -2.8853 3.3132
C -2.7751 -3.6959 3.5823
C -2.7695 -4.9577 4.1585
C -3.9668 -5.6343 4.3453
C -5.1660 -5.0608 3.9445
C -5.1801 -3.8053 3.3539
C -3.9879 -3.1171 3.1806
H -4.7408 -1.5264 1.8689
H -3.7568 -0.9306 3.2367
H -1.3883 -2.0602 4.0145
H -0.6162 -3.4633 3.2221
H -1.8331 -5.4068 4.4668
H -3.9629 -6.6160 4.8001
H -6.0944 -5.5984 4.0829
H -6.1149 -3.3628 3.0332
C 2.5825 3.1699 -1.6167
Si 2.9546 3.2475 0.1889
C 2.3692 4.7901 1.0135
C 4.6933 2.7970 0.6191
Se 1.7032 1.5833 1.2280
H 3.1037 3.9647 -2.1584
H 1.5117 3.2830 -1.7929
H 2.8995 2.2088 -2.0246
H 2.9988 5.6334 0.7139
H 2.4193 4.7004 2.0993
H 1.3395 5.0166 0.7334
H 5.3774 3.5710 0.2586
H 4.9707 1.8495 0.1547
H 4.8248 2.7070 1.6984
*
```

Properties
Largest force on an atom: 0.02003 hartree/bohr
<S²>: 8.775
Energy: -171741.986 eV
HOMO-LUMO gap (alpha / beta): 8.4558 / 6.9611 eV